ORCA calculation (ωB97M-V/def2-TZVPD) on a structure of composition C40H38AsN11OPd.

```
92
Properties=species:S:1:pos:R:3:mulliken_charge:R:1
Pd 0.4630 -0.2502 0.2522 0.65
C 2.1971 1.3625 5.5268 -1.13
N 1.4603 1.0046 4.3042 0.87
C 1.8369 1.0503 3.0322 -0.54
N 0.8705 0.5600 2.2594 0.37
C -0.0808 0.1921 3.1693 -0.86
N 0.2406 0.4481 4.4084 -0.89
C 2.6965 0.1357 6.2474 0.88
C 2.2412 -0.1814 7.5208 -0.76
C 2.7024 -1.3258 8.1610 -0.74
C 3.5990 -2.1730 7.5302 -0.92
C 4.0481 -1.8612 6.2507 -0.09
C 3.6054 -0.7014 5.6244 0.02
C 4.9585 -2.7420 5.5199 0.66
N 5.5008 -3.8643 5.8318 -0.46
N 6.2322 -4.2720 4.7139 -0.51
C 6.0738 -3.3591 3.8254 0.58
O 5.2769 -2.3501 4.2628 -0.21
C 6.5475 -3.2257 2.4476 -0.12
C 7.3637 -4.1606 1.8185 -0.94
C 7.7519 -3.9453 0.5049 -0.66
C 7.3324 -2.8169 -0.1942 -0.83
C 6.5195 -1.8840 0.4345 0.82
C 6.0252 -0.6219 -0.2280 -1.28
N 4.5651 -0.6594 -0.4566 1.27
C 3.5663 -0.5762 0.4079 -0.55
N 2.4109 -0.6973 -0.2428 0.30
C 2.7978 -0.8368 -1.5482 -0.93
N 4.0912 -0.8300 -1.7055 -0.95
C 6.1492 -2.0930 1.7515 0.24
H 1.5007 1.9141 6.1540 0.46
H 3.0002 2.0354 5.2277 0.30
H 2.7575 1.5111 2.7081 0.44
H -1.0087 -0.2867 2.9141 0.59
H 1.5261 0.4631 8.0173 0.41
H 2.3500 -1.5618 9.1558 0.42
H 3.9524 -3.0740 8.0141 0.55
H 3.9780 -0.4576 4.6364 0.50
H 7.6892 -5.0403 2.3579 0.56
H 8.3911 -4.6668 0.0144 0.42
H 7.6451 -2.6696 -1.2208 0.45
H 6.4610 -0.4517 -1.2076 0.46
H 6.2305 0.2460 0.3978 0.31
H 3.6873 -0.4439 1.4687 0.47
H 2.1146 -0.9211 -2.3734 0.66
H 5.5584 -1.3498 2.2682 0.57
C -1.7660 -1.3790 -2.4802 -1.52
As -0.4769 -1.9271 -1.1558 1.25
C 0.6353 -3.1658 -2.1272 -1.31
C -1.4814 -3.0138 0.1265 -1.18
C -2.0338 -4.2615 -0.4986 0.26
C -3.2675 -4.2391 -1.1444 -0.26
C -3.7642 -5.3846 -1.7490 -0.74
C -3.0319 -6.5627 -1.7114 -0.49
C -1.8064 -6.5954 -1.0599 -0.64
C -1.3091 -5.4500 -0.4568 -0.26
H -2.2173 -2.2837 -2.8864 0.52
H -1.2664 -0.8358 -3.2809 0.46
H -2.5347 -0.7530 -2.0342 0.42
H 0.0022 -4.0148 -2.3826 0.47
H 1.4714 -3.5041 -1.5190 0.41
H 1.0023 -2.7055 -3.0416 0.54
H -2.2732 -2.3628 0.5017 0.41
H -0.8004 -3.2301 0.9499 0.59
H -3.8570 -3.3283 -1.1550 0.44
H -4.7286 -5.3607 -2.2384 0.41
H -3.4217 -7.4576 -2.1771 0.41
H -1.2421 -7.5172 -1.0125 0.42
H -0.3586 -5.4859 0.0646 0.39
C -3.2188 2.0209 0.9090 -1.26
C -2.4018 0.9148 1.0046 -0.29
N -1.3840 0.7080 0.1548 0.30
C -1.2024 1.5990 -0.8337 -0.08
C -1.9068 2.7859 -0.9456 0.10
C -2.9551 2.9841 -0.0542 -0.35
C -1.5420 3.7701 -1.9822 -1.10
C -0.3161 4.0676 -2.4153 -0.65
C 0.9906 3.5592 -1.9437 0.95
C 2.0682 3.4976 -2.8191 -0.77
C 3.2442 2.9373 -2.3454 -0.24
N 3.3748 2.5107 -1.0894 -0.37
C 2.3065 2.6858 -0.3178 -0.37
N 1.1250 3.1632 -0.6707 -0.31
H -4.0404 2.1321 1.6022 0.44
H -2.5830 0.1631 1.7613 0.64
H -0.4391 1.3674 -1.5638 0.73
H -3.5605 3.8803 -0.1106 0.54
H -2.3719 4.2937 -2.4438 0.46
H -0.2441 4.7749 -3.2344 0.41
H 1.9894 3.8505 -3.8382 0.47
H 4.1064 2.8248 -2.9923 0.44
H 2.4078 2.3986 0.7242 0.44
```

* relative energy (zero: lowest compared OMol25 entry of this formula, charge and spin): 9.11 kcal/mol
* E_HOMO: -12.747 eV
* E_tot: -4587.807615 a.u.
* Kohn-Sham gap: 6.49 eV
* 2S+1: 1
* charge: +2

***

ORCA calculation (ωB97M-V/def2-TZVPD) on a structure of composition C34H19Cl2F3N4O4Ru at a distorted geometry.

```
67
Properties=species:S:1:pos:R:3:mulliken_charge:R:1
Ru -16.4375 6.9838 10.0443 0.25
Cl -15.7424 6.4456 16.8706 -0.18
C -15.4284 6.2966 15.1857 0.08
C -16.1948 7.0559 14.2858 -0.98
C -16.0667 6.8450 12.9267 -0.10
N -16.8251 7.5344 11.9940 0.76
C -17.9456 8.2842 12.2761 0.40
O -18.4865 8.5575 13.3615 -0.77
C -18.5321 8.7980 10.9869 0.21
C -19.6032 9.7214 11.0507 -0.85
C -20.1824 10.0178 9.8384 -0.26
C -19.7819 9.4216 8.6417 -0.90
C -18.6977 8.5711 8.6650 -0.30
N -18.0528 8.3106 9.8204 0.50
C -15.1199 5.8932 12.3613 0.40
C -14.3391 5.1413 13.2901 -1.13
C -14.5188 5.2951 14.6645 0.19
Cl -13.6455 4.2423 15.6659 -0.19
N -15.1481 5.7502 10.9951 0.65
C -14.3459 4.9660 10.1841 0.32
O -13.4953 4.1874 10.5756 -0.67
C -14.4889 5.3164 8.6946 0.45
C -13.6616 4.7863 7.6988 -0.84
C -13.7654 5.3095 6.4074 -0.18
C -14.5964 6.3912 6.1341 -0.89
C -15.3683 6.8940 7.1679 -0.26
N -15.2828 6.3675 8.3889 0.42
H -16.9137 7.7717 14.6177 0.68
H -19.8200 9.9558 12.0930 0.55
H -20.9928 10.7666 9.8205 0.38
H -20.3715 9.4462 7.7360 0.39
H -18.4032 7.9679 7.8226 0.45
H -13.6515 4.4223 12.8931 0.67
H -13.1230 3.8423 7.9527 0.39
H -13.2100 4.8774 5.5084 0.32
H -14.6134 6.8363 5.1127 0.37
H -16.0204 7.7291 6.9931 0.53
O -13.4143 7.7833 10.5174 -0.62
C -14.0881 8.7676 10.1816 0.71
O -15.3367 8.7979 9.9588 -0.39
C -13.3785 10.1391 10.0401 0.29
C -11.9807 10.2939 10.0986 -0.30
C -11.3951 11.5491 9.8619 -0.27
C -12.1405 12.6481 9.4607 -0.67
C -13.5435 12.4227 9.3402 -0.32
C -14.1641 11.2102 9.6538 -0.58
H -11.3693 9.3776 10.2669 0.36
H -10.2737 11.6598 9.9668 0.28
H -11.6900 13.5836 9.1667 0.40
H -14.1769 13.2574 9.0257 0.33
H -15.2493 11.1348 9.5560 0.32
F -21.9360 1.5728 5.3212 -0.25
C -21.7052 1.0086 6.5822 0.78
F -22.9526 0.8569 7.1332 -0.24
F -21.2184 -0.2618 6.2933 -0.28
C -20.8209 1.8554 7.4354 0.25
C -21.2263 3.1717 7.7985 -0.77
C -20.4420 4.0308 8.5181 -0.64
C -19.1236 3.6636 8.9633 0.31
C -18.7890 2.3249 8.6451 -0.25
C -19.5549 1.4658 7.8965 -0.43
C -18.3127 4.6023 9.5693 0.41
C -17.6256 5.5336 10.0398 -0.83
H -22.2827 3.4727 7.5566 0.28
H -20.7711 5.0477 8.5773 0.46
H -17.7986 1.9307 8.9968 0.37
H -19.1124 0.5114 7.6220 0.42
```

* relative energy (zero: lowest compared OMol25 entry of this formula, charge and spin): 0.00 kcal/mol
* E_HOMO (alpha / beta): -6.349 / -8.222 eV
* E_tot: -3141.808329 a.u.
* Kohn-Sham gap (alpha / beta): 5.57 / 5.51 eV
* 2S+1: 5
* charge: 0